The following is a DFT calculation (wB97M-V/def2-TZVPD) of a 2-piece molecular cluster, C2H9OS overall at a distorted geometry.

As for the spin multiplicity: 2. Its HOMO energy (alpha / beta) is -3.960 / -10.129 eV. Its charge is 0. For the lowest unoccupied orbital energy (alpha / beta), the calculation gives 0.69 / 0.54 eV. As for the expectation value of S²: 0.753. The relative energy (zero: lowest compared OMol25 entry of this formula, charge and spin) comes out at 29.42 kcal per mole. The value obtained for the orbital gap (alpha / beta) is 4.7 / 10.7 eV.

```
13
Properties=species:S:1:pos:R:3:forces:R:3:mulliken_spin:R:1
O -1.769 -0.617 -2.062 -0.39 -0.21 -0.26 0.06
H -2.666 -0.912 -2.263 -0.03 0.12 0.21 0.00
H -1.275 -0.983 -2.799 0.37 0.00 -0.04 -0.03
H 0.194 -1.216 -0.058 0.29 0.60 -0.83 0.20
C -0.772 1.040 0.294 -0.01 -0.80 -0.88 0.33
S 0.141 -0.374 1.079 -0.58 0.35 1.73 0.45
C 1.957 -0.220 1.256 0.84 -0.83 0.37 0.30
H -0.904 1.775 1.068 0.17 0.23 0.20 -0.10
H -1.724 0.728 -0.115 -0.29 -0.26 0.06 -0.03
H -0.196 1.379 -0.555 0.22 0.37 0.02 -0.04
H 2.199 0.827 1.385 0.03 0.14 -0.40 -0.02
H 2.180 -0.687 2.212 -0.23 -0.01 0.35 -0.03
H 2.635 -0.741 0.559 -0.40 0.29 -0.52 -0.08
```
Forces are in eV/Å.



The following is a DFT calculation (wB97M-V/def2-TZVPD) of a 3-piece molecular cluster, C2H9OS overall.

As for the spin multiplicity: 2. Its HOMO energy (alpha / beta) is -6.655 / -9.800 eV. Its charge is 0. For the lowest unoccupied orbital energy (alpha / beta), the calculation gives 0.80 / 0.78 eV. As for the expectation value of S²: 0.755. The relative energy (zero: lowest compared OMol25 entry of this formula, charge and spin) comes out at 2.16 kcal per mole. The value obtained for the orbital gap (alpha / beta) is 7.5 / 10.6 eV.

```
13
Properties=species:S:1:pos:R:3:forces:R:3:mulliken_spin:R:1
O -0.944 1.289 2.451 -0.08 0.29 -0.02 0.00
H -1.029 0.875 3.315 -0.03 0.06 0.01 0.00
H 5.764 -2.468 -3.851 -0.04 0.01 0.03 0.00
H -1.380 2.149 2.529 0.13 -0.33 0.03 0.00
C 1.541 0.079 -0.246 0.19 0.47 -0.63 -0.03
C 0.315 -0.757 -0.179 0.40 0.01 0.07 0.75
S -1.122 -0.182 -0.901 -0.23 0.39 -0.23 0.17
H 1.470 1.065 0.239 -0.13 -0.39 0.20 0.03
H 1.832 0.322 -1.285 -0.20 -0.13 0.07 0.05
H 2.385 -0.478 0.145 0.11 0.05 0.34 0.00
H 6.362 -2.554 -4.278 0.04 -0.01 -0.03 0.00
H 0.427 -1.803 0.032 -0.17 -0.25 0.07 0.01
H -1.905 -1.249 -0.736 0.02 -0.17 0.10 0.00
```
Forces are in eV/Å.



The following is a DFT calculation (wB97M-V/def2-TZVPD) of a 3-piece molecular cluster, C2H9OS overall at a distorted geometry.

Its HOMO energy is -16.059 eV. Its charge is +1. For the lowest unoccupied orbital energy, the calculation gives -6.42 eV. The relative energy (zero: lowest compared OMol25 entry of this formula, charge and spin) comes out at 53.29 kcal per mole. The value obtained for the orbital gap is 9.6 eV.

```
13
Properties=species:S:1:pos:R:3:forces:R:3:mulliken_charge:R:1
O -0.361 -1.422 -0.213 0.09 0.37 0.02 -0.53
H 0.109 -2.252 -0.314 0.16 -0.20 -0.05 0.29
H -2.010 -1.186 3.203 0.80 -0.01 0.61 0.01
H -1.223 -1.673 0.120 -0.34 -0.17 0.04 0.30
C 1.364 0.869 -1.527 -0.07 0.60 0.79 -0.88
C 0.380 1.186 -0.467 0.23 -1.16 -0.16 0.11
S 0.687 1.355 1.163 0.12 -0.68 -0.54 0.08
H 1.016 0.069 -2.180 -0.62 0.33 -0.10 0.30
H 1.462 1.810 -2.085 0.35 -0.22 -0.38 0.34
H 2.297 0.491 -1.119 0.22 0.57 0.11 0.36
H -2.569 -1.182 2.753 -0.79 0.02 -0.63 -0.01
H -0.676 1.242 -0.714 0.05 -0.26 -0.26 0.38
H -0.475 0.692 1.380 -0.19 0.80 0.54 0.23
```
Forces are in eV/Å.



The following is a DFT calculation (wB97M-V/def2-TZVPD) of C2HAgF4NO4S as an isolated structure at a distorted geometry.

As for the spin multiplicity: 2. Its HOMO energy (alpha / beta) is -19.718 / -19.711 eV. Its charge is +2. For the lowest unoccupied orbital energy (alpha / beta), the calculation gives -9.88 / -14.97 eV. As for the expectation value of S²: 0.756. The value obtained for the orbital gap (alpha / beta) is 9.8 / 4.7 eV.

```
14
Properties=species:S:1:pos:R:3:forces:R:3:mulliken_spin:R:1
O -1.315 1.125 1.223 -0.90 -4.91 -2.50 0.08
C -1.575 0.069 0.629 1.92 6.01 1.87 -0.02
N -2.945 -0.526 0.911 3.46 -2.88 -3.29 0.72
F -3.254 -1.182 -0.218 -0.95 0.81 1.64 0.20
O -0.746 -0.600 -0.312 -1.43 1.08 1.74 0.01
S 0.900 -0.424 0.042 5.40 -5.78 3.16 0.00
O 1.281 -0.854 1.418 -2.53 2.36 -3.80 0.00
O 1.634 -1.364 -0.919 -3.07 3.06 2.46 0.01
C 1.590 1.282 -0.285 3.27 4.64 -0.76 0.00
F 1.424 2.180 0.775 -0.29 -2.97 -3.28 0.00
F 2.993 1.102 -0.422 -4.09 -0.22 0.46 0.00
F 1.141 1.768 -1.525 0.48 -1.33 3.35 0.00
H -2.799 -1.242 1.662 -1.55 0.28 0.72 0.01
Ag 1.672 -1.334 -2.979 0.29 -0.15 -1.75 0.00
```
Forces are in eV/Å.